Formula: C4H7IN
Source: the Open Molecules 2025 dataset
Level of theory: the ωB97M-V functional and the def2-TZVPD basis

Properties
* frontier orbital gap: 9.49 eV
* DFT total energy: -13842.6287 eV
* lowest unoccupied orbital energy: -0.206 hartree
* spin multiplicity: 1
* HOMO: -15.09 eV
* charge: +1
* ΔE to the lowest compared entry with this formula, charge and spin: 253.5 kJ/mol

Last column: Mulliken charge in e.
Atoms and positions in Å:
C (2.090, -0.563, -0.649)  -0.08
C (0.129, -1.069, 0.446)  -0.51
C (-0.685, 0.068, -0.359)  -0.15
C (-1.214, 1.141, 0.488)  -1.34
N (1.513, -1.293, 0.125)  -0.20
I (0.633, 0.804, -1.945)  0.37
H (3.140, -0.389, -0.853)  0.47
H (0.296, -0.649, 1.427)  0.37
H (-0.339, -1.994, 0.260)  0.36
H (-1.540, -0.358, -0.915)  0.52
H (-1.733, 1.990, -0.153)  0.35
H (-0.366, 1.571, 0.903)  0.47
H (-1.923, 0.742, 1.225)  0.37